# 1
Formula: C3H4ClFS
Source: the OMol25 dataset
Level of theory: ωB97M-V/def2-TZVPD

Geometry as XYZ:
```
10
Properties=species:S:1:pos:R:3:forces:R:3:mulliken_charge:R:1
Cl -1.43600 -1.08791 -0.24602 1.096 -0.261 -1.918 -0.202
S 2.35207 -0.28074 -0.01367 -2.903 2.135 -0.185 -0.096
F -1.33245 1.39960 -0.63038 0.967 0.287 0.271 -0.242
C -0.50284 0.49973 -0.04126 0.334 -0.869 3.644 0.691
C 0.97115 0.56119 -0.55792 0.789 -4.006 -0.105 -0.356
C -0.55008 0.43039 1.57499 -1.321 -0.133 1.150 -1.020
H 1.00918 0.57527 -1.62726 -0.067 1.260 -0.741 0.337
H -0.32581 1.49807 2.23704 -0.997 -3.137 -2.161 0.258
H 0.20928 -0.36555 1.91944 -0.865 1.514 -0.768 0.323
H -1.63107 -0.26577 1.69045 2.968 3.208 0.813 0.307
```
Positions in Å, forces in eV/Å.

As for the HOMO energy: -9.6 eV. Its structure (SMILES) is C[C@](F)(Cl)C=S. The calculation puts the largest force on an atom at 4.4 eV Å⁻¹.



# 2
Formula: C3H4ClN
Source: the OMol25 dataset
Level of theory: ωB97M-V/def2-TZVPD

Geometry as XYZ:
```
9
Properties=species:S:1:pos:R:3:forces:R:3:mulliken_charge:R:1
Cl 3.10644 0.07004 -0.26210 0.195 -0.198 -0.440 -0.083
N 1.69472 0.72430 0.39530 -2.031 -0.630 2.180 -0.342
C -1.86983 0.42614 -0.04702 -2.030 0.790 -0.781 0.187
C 0.62331 -0.29210 0.63460 -0.759 -1.870 -1.713 -0.547
C -0.77285 0.11275 0.30320 1.511 0.599 0.183 -0.507
H 0.53602 -0.75336 1.60373 0.853 0.067 0.593 0.291
H -2.86860 0.75719 -0.41242 1.522 -0.610 0.667 0.366
H 0.75820 -1.11544 -0.12665 0.216 0.378 0.931 0.304
H 1.16156 1.25717 -0.23772 0.523 1.474 -1.619 0.333
```
Positions in Å, forces in eV/Å.

As for the HOMO energy: -9.6 eV. Its structure (SMILES) is C#CCNCl. The calculation puts the largest force on an atom at 3.0 eV Å⁻¹.



# 3
Formula: C3H4ClN
Source: the OMol25 dataset
Level of theory: ωB97M-V/def2-TZVPD

Geometry as XYZ:
```
9
Properties=species:S:1:pos:R:3:forces:R:3:mulliken_charge:R:1
Cl -2.14756 0.13898 -0.46838 0.649 -0.803 -0.271 -0.201
N 0.47704 2.48391 -0.46640 -0.485 -1.560 -0.111 -0.372
C 0.07565 1.41159 -0.27149 1.044 2.715 0.363 0.085
C -0.39237 0.15584 0.23492 -3.365 1.959 1.137 0.321
C 0.52473 -0.96021 -0.01264 0.732 1.226 -3.449 -1.083
H 0.44439 -1.50995 0.81997 0.166 -2.960 2.541 0.343
H 1.54668 -0.57116 -0.15723 -0.364 -0.143 0.384 0.333
H -0.81533 0.30059 1.29489 1.685 -0.261 -1.289 0.250
H 0.28678 -1.44958 -0.97364 -0.062 -0.173 0.695 0.324
```
Positions in Å, forces in eV/Å.

As for the HOMO energy: -11.3 eV. Its structure (SMILES) is C[C@H](Cl)C#N. The calculation puts the largest force on an atom at 4.1 eV Å⁻¹.



# 4
Formula: C3H4ClN3
Source: the OMol25 dataset
Level of theory: ωB97M-V/def2-TZVPD

Geometry as XYZ:
```
11
Properties=species:S:1:pos:R:3:forces:R:3:mulliken_charge:R:1
Cl 1.51738 2.48290 1.12576 -0.484 7.133 2.968 -0.222
N 2.64053 0.57046 -0.14422 -0.970 0.018 1.689 -0.573
N 1.04197 -0.86282 -0.81590 -0.355 -0.383 -0.340 -0.572
N 1.47486 0.95769 0.35675 3.839 -4.308 -2.061 0.365
C 2.33188 -0.64028 -0.73039 -0.966 2.214 -0.311 -0.008
C 0.50550 0.19148 -0.13189 -1.225 -3.619 -1.743 0.627
C -0.90167 0.24115 0.18820 -1.552 1.001 0.347 -0.964
H -0.95526 0.04878 1.25162 -0.059 0.547 0.798 0.294
H -1.38429 1.27570 -0.00871 0.658 -1.837 0.244 0.295
H -1.45119 -0.65314 -0.16055 0.350 0.886 -0.714 0.324
H 3.17407 -1.06065 -1.17309 0.763 -1.653 -0.878 0.434
```
Positions in Å, forces in eV/Å.

Its spin multiplicity is 3. As for the HOMO energy (alpha / beta): -5.5 / -10.0 eV. The calculation puts the largest force on an atom at 7.7 eV Å⁻¹.